[1]
A molecular structure, C45H52Br2F3I2O8PSi in a non-equilibrium geometry, computed with ωB97M-V/def2-TZVPD.

XYZ file:
```
114
Properties=species:S:1:pos:R:3
C 2.90266 -5.49465 -0.00833
C 3.39374 -4.34942 0.81504
O 3.94143 -4.47636 1.87481
O 3.18795 -3.12913 0.25299
C 2.18943 -2.30868 0.89101
C 0.76027 -2.75428 0.59480
C -0.17075 -1.56637 0.32243
C -1.47326 -2.01122 -0.35323
C -2.32995 -1.19360 -1.36736
P -1.77502 -0.03992 -2.67419
C -0.37790 -0.97144 -3.50198
C 0.62969 -1.80036 -2.70786
C 1.95086 -1.26202 -2.23235
F 0.99460 -2.79535 -3.66420
C -0.49034 1.05338 -1.62484
Br 1.02470 1.64363 -2.61057
C -0.64543 1.54021 -0.39361
C -1.82219 1.39673 0.52660
Br 0.69003 2.55126 0.48722
C -3.00789 -0.79945 -4.12403
I -2.20493 -0.75106 -6.10546
C -4.27287 -1.21934 -4.13341
C -5.05180 -1.75024 -5.30745
I -5.59203 -1.08920 -2.47329
C -2.63281 1.70949 -3.10454
F -3.15682 1.68272 -4.35166
F -1.69862 2.69896 -3.16976
C -3.68180 2.12802 -2.08164
C -4.93432 2.77153 -2.67387
Si -6.11779 3.21474 -1.28267
C -7.36810 4.49915 -1.80763
C -5.17920 3.87732 0.19960
C -7.04892 1.67830 -0.73944
C -8.02498 1.10779 -1.56060
C -8.69288 -0.04755 -1.19250
C -8.38864 -0.66690 0.01227
C -7.43354 -0.11304 0.85139
C -6.77259 1.04885 0.47449
H 3.38007 -6.40534 0.33021
H 1.82931 -5.58868 0.15284
H 3.06335 -5.32646 -1.06741
H 2.40413 -2.32165 1.95753
H 2.37897 -1.30986 0.51201
H 0.38893 -3.27941 1.47342
H 0.78285 -3.42810 -0.25924
H -0.39205 -1.14690 1.29867
H 0.38530 -0.81462 -0.22165
H -1.27020 -2.96843 -0.82834
H -2.17316 -2.26680 0.44167
H -3.13296 -0.71045 -0.82855
H -2.85069 -1.95157 -1.94199
H -0.95335 -1.77741 -3.94348
H 0.09554 -0.40678 -4.29203
H 0.14338 -2.39338 -1.94259
H 1.88545 -0.52940 -1.43686
H 2.48242 -0.81025 -3.06538
H 2.54210 -2.10418 -1.88173
H -1.63915 0.63893 1.27868
H -2.76029 1.18461 0.03780
H -1.95461 2.32090 1.08277
H -6.04145 -2.07464 -5.01318
H -5.16760 -0.97961 -6.06667
H -4.53942 -2.60235 -5.74778
H -3.98776 1.30709 -1.43571
H -3.19885 2.86815 -1.44883
H -5.45125 2.06373 -3.32031
H -4.66267 3.66376 -3.23405
H -8.16352 4.54749 -1.06649
H -7.82863 4.29268 -2.77074
H -6.90862 5.48498 -1.85443
H -5.86737 4.19893 0.97602
H -4.49123 3.13974 0.60686
H -4.58363 4.73461 -0.11295
H -8.25570 1.57446 -2.50904
H -9.43504 -0.48052 -1.84526
H -8.90377 -1.57445 0.28654
H -7.19913 -0.59137 1.78999
H -6.02708 1.45397 1.14373
C 7.24911 -5.18736 6.45319
C 8.25350 -4.37663 6.13473
C 8.35882 -3.77606 4.77913
O 9.27706 -3.03823 4.49277
C 7.30028 -4.11567 3.79670
C 6.29411 -4.92725 4.11151
C 6.18936 -5.52601 5.46678
O 5.27540 -6.26443 5.76382
H 7.14994 -5.63736 7.43292
H 9.03698 -4.11395 6.83419
H 7.39597 -3.66424 2.81734
H 5.51169 -5.17981 3.40799
C 6.57289 1.45503 -0.39242
C 7.03139 2.18658 -1.40376
C 6.14122 3.11414 -2.15310
O 6.56704 3.77648 -3.07441
C 4.72223 3.19201 -1.72949
C 4.26327 2.46127 -0.71779
C 5.15112 1.53745 0.02976
O 4.73390 0.87194 0.95571
H 7.20010 0.77275 0.16755
H 8.06213 2.14717 -1.73239
H 4.09217 3.87380 -2.28702
H 3.23976 2.49491 -0.37488
C 3.13319 4.99858 3.92972
C 3.15805 4.89683 5.25534
C 3.33290 3.58064 5.92545
O 3.35267 3.49104 7.13293
C 3.48179 2.38324 5.05864
C 3.45620 2.48380 3.73260
C 3.27884 3.79924 3.06896
O 3.25656 3.87987 1.85913
H 3.00631 5.94343 3.41670
H 3.05345 5.75341 5.90885
H 3.61169 1.43813 5.57025
H 3.56631 1.63138 3.07238
```

Properties
HOMO (eV): -8.660
Electronic energy (Eh): -9021.5071
LUMO level (eV): -1.526

Atom charges from the Löwdin analysis, given in e for atoms 1 to 6: 0.0271 -0.5237 0.1221 -0.0371 -0.1533 -0.1566

---

[2]
A single C18H17N5 molecule in a non-equilibrium geometry, computed with ωB97M-V/def2-TZVPD.

XYZ file:
```
40
Properties=species:S:1:pos:R:3
C 0.26333 -1.41815 3.47080
C 1.20555 -0.93694 2.33249
C 0.59626 -0.25498 1.13649
N -0.50228 0.77253 1.33203
N -0.21413 1.91814 1.76905
C -1.30666 2.73530 2.07799
C -1.02289 4.05482 2.46698
C -2.01810 4.98977 2.75372
C -3.35281 4.69499 2.66675
C -3.72577 3.45198 2.25895
C -2.64241 2.51611 1.90770
C 0.24087 -1.36285 0.16416
C -0.85553 -2.11805 0.39540
N -1.21625 -3.03001 -0.57611
N -0.51724 -3.08991 -1.70829
C 0.56728 -2.22645 -1.90703
C 1.40700 -2.24805 -3.12676
C 1.10284 -3.05228 -4.22542
C 1.69521 -2.77957 -5.45571
C 2.60937 -1.75753 -5.56483
C 2.98399 -0.97515 -4.50401
C 2.40768 -1.17679 -3.26151
N 1.01626 -1.45516 -0.89993
H -0.29180 -2.27970 3.00102
H -0.46183 -0.64348 3.60284
H 0.66106 -1.51058 4.44655
H 1.90909 -0.18741 2.72364
H 1.96330 -1.78166 1.96330
H 1.47236 0.21795 0.64277
H -0.00765 4.25963 2.67208
H -1.73059 5.92175 3.17918
H -4.05130 5.49205 2.85347
H -4.75059 3.21036 2.38042
H -3.07503 1.58381 1.76039
H -1.35176 -2.13625 1.34962
H 0.32521 -3.88318 -4.05544
H 1.45020 -3.38920 -6.34006
H 2.88170 -1.46081 -6.56771
H 3.71363 -0.17055 -4.74475
H 2.62240 -0.49450 -2.37021
```

Properties
HOMO (eV): -9.024
Electronic energy (Eh): -969.7363
LUMO level (eV): -0.369

Atom charges from the natural (NBO) analysis, given in e for atoms 1 to 6: -0.6213 -0.3950 -0.1553 -0.1348 -0.1469 0.0425

---

[3]
A molecular structure, C6H14N4P2 in a non-equilibrium geometry, computed with ωB97M-V/def2-TZVPD.

XYZ file:
```
26
Properties=species:S:1:pos:R:3
C -3.99108 0.34126 0.56499
C -2.74357 0.69058 1.04315
C 0.69696 2.43279 -1.23855
C 0.61705 1.55161 1.05937
C 2.63104 -0.90616 -0.00102
C 1.09904 -2.70246 0.20449
N -4.11058 -0.46009 -0.46520
N -2.93435 -0.97422 -0.74379
N 0.59860 1.22386 -0.35881
N 1.27271 -1.20016 0.18703
P -1.69076 -0.41066 0.30300
P 0.18501 -0.36913 -0.85719
H -4.87016 0.79568 0.84933
H 1.29623 3.19133 -0.66888
H 0.98183 2.28669 -2.25126
H -0.29972 2.98710 -1.10464
H 1.49138 2.09686 1.35631
H -0.32284 1.97157 1.34715
H 0.78393 0.70342 1.71486
H 2.81620 0.25665 0.07807
H 3.13674 -1.38597 0.82202
H 3.07548 -1.21162 -0.90115
H 1.69762 -2.96540 -0.82050
H 1.52024 -3.24067 1.02642
H 0.01045 -3.00564 0.30605
H -2.94746 -1.69723 -1.45123
```

Properties
HOMO (eV): -7.822
Electronic energy (Eh): -1138.5613
LUMO level (eV): -0.190

Atom charges from the natural (NBO) analysis, given in e for atoms 1 to 6: -0.1565 -0.6137 -0.4113 -0.4615 -0.4247 -0.4324

---

[4]
A single C19H30N4O4S molecule, computed with ωB97M-V/def2-TZVPD.

XYZ file:
```
58
Properties=species:S:1:pos:R:3
C -0.10280 -4.72448 1.07341
C -1.22573 -3.77437 1.35621
C -1.28992 -2.41814 0.95663
C -2.47711 -1.88607 1.43000
C -3.18079 -0.58521 1.48765
O -4.12564 -0.47706 2.26712
N -2.79188 0.45608 0.69606
C -3.38154 1.76495 0.91911
C -2.36892 2.78294 1.43690
C -1.25561 3.10401 0.43227
N -0.10127 2.20758 0.38563
C 0.89480 2.49355 1.40955
C 2.23385 1.84747 1.07608
N 2.57857 2.17530 -0.29525
C 3.57203 1.49059 -0.90501
O 4.31913 0.75440 -0.28671
C 3.78689 1.75189 -2.40363
C 2.52969 2.14434 -3.19974
C 1.69175 0.87862 -3.31570
S 2.89669 -0.38788 -3.72892
O 2.62630 -1.58455 -2.97878
O 3.01785 -0.44472 -5.16374
C 4.33107 0.48449 -3.06854
C -0.36363 0.76701 0.31133
C -1.71718 0.38331 -0.27257
N -3.11079 -2.89506 2.10474
C -2.37792 -4.03685 2.07122
C -2.84357 -5.28754 2.73489
H -0.46313 -5.74527 0.94124
H 0.42090 -4.44286 0.15997
H 0.63290 -4.73725 1.88053
H -0.51584 -1.91661 0.40165
H -3.80223 2.12539 -0.02701
H -4.19764 1.63556 1.62346
H -2.91091 3.70735 1.65364
H -1.94656 2.43652 2.38460
H -1.69878 3.16890 -0.56647
H -0.85353 4.09654 0.64078
H 1.02733 3.57656 1.45954
H 0.58358 2.14925 2.40781
H 2.99849 2.21751 1.76007
H 2.20671 0.76219 1.20202
H 1.80570 2.53922 -0.83135
H 4.53593 2.54431 -2.45807
H 1.97517 2.97247 -2.75880
H 2.83334 2.47160 -4.19609
H 1.23947 0.59398 -2.36570
H 0.94213 0.89188 -4.10326
H 4.96529 0.70642 -3.92382
H 4.84119 -0.16347 -2.36046
H 0.42549 0.30069 -0.28955
H -0.30020 0.30820 1.30911
H -1.67121 -0.62713 -0.66943
H -1.97178 1.03153 -1.11493
H -3.98122 -2.73163 2.58540
H -2.16795 -6.10895 2.50522
H -2.87407 -5.17731 3.82096
H -3.84293 -5.57020 2.39872
```

Properties
HOMO (eV): -8.093
Electronic energy (Eh): -1660.2022
LUMO level (eV): 0.430

Atom charges from the natural (NBO) analysis, given in e for atoms 1 to 6: -0.6293 -0.0980 -0.2699 0.0388 0.6431 -0.6620

---

[5]
A molecular structure, C5H8Cl16GaN2O3P2S, computed with ωB97M-V/def2-TZVPD.

XYZ file:
```
38
Properties=species:S:1:pos:R:3
N 3.05060 -1.49220 2.23258
P 3.54847 -0.52677 0.87738
O 2.00748 0.07402 0.46224
Ga 3.94222 -2.23624 -0.73539
C 5.50283 -3.45072 -0.22321
O 6.82308 -2.91137 -0.48445
N 6.80785 -1.54489 -0.31128
O 7.86499 -1.13737 0.00714
P 2.05604 -3.71274 -0.57773
S 2.54616 -5.35660 0.46364
H 2.87149 -0.93656 3.05793
H 3.69166 -2.24558 2.44180
H 2.01345 0.17784 -0.49702
H 4.07771 -1.58511 -2.18435
H 5.41848 -4.38167 -0.77991
H 5.45186 -3.69368 0.83999
H 0.96999 -3.07292 0.04485
H 1.51828 -4.08015 -1.83409
C 0.72802 -0.08341 -3.89790
Cl -0.74320 0.87606 -4.17604
Cl 1.83709 0.81933 -2.87083
Cl 0.32064 -1.59773 -3.09723
Cl 1.49211 -0.40807 -5.45861
C -2.38754 0.16412 0.46514
Cl -3.36962 1.62091 0.70274
Cl -3.42615 -1.26256 0.62424
Cl -1.70318 0.20464 -1.16809
Cl -1.09817 0.10993 1.64771
C -6.19792 3.45246 -1.75437
Cl -6.27837 4.97784 -2.64496
Cl -7.70494 2.55816 -1.98442
Cl -4.84427 2.49431 -2.33878
Cl -5.98740 3.79956 -0.02865
C -6.15816 4.87675 4.63791
Cl -4.67578 5.75840 5.01025
Cl -6.21179 3.38466 5.57759
Cl -7.55830 5.87921 5.04037
Cl -6.19572 4.48811 2.91383
```

Properties
HOMO (eV): -3.813
Electronic energy (Eh): -10899.2334
Total charge: -1
LUMO level (eV): 1.237

Atom charges from the natural (NBO) analysis, given in e for atoms 1 to 6: -1.1692 0.6683 -1.0133 0.5658 -0.5337 -0.3880

---

[6]
10 unconnected molecules or ions with the total composition C40H62F24N2O18S5 in a non-equilibrium geometry, computed with ωB97M-V/def2-TZVPD.

XYZ file:
```
151
Properties=species:S:1:pos:R:3
F 3.34852 7.30470 -5.67589
C 2.80921 6.20193 -5.07852
F 3.67359 5.17118 -5.26938
C 2.30099 6.50420 -3.69056
F 1.30782 7.41631 -3.80319
F 3.30963 7.11610 -2.98641
C 1.85373 5.26986 -2.87537
O 2.99339 4.40675 -2.80908
C 2.68534 3.06683 -2.96384
F 1.61514 2.77406 -2.13282
F 2.17908 2.83428 -4.18570
C 3.83664 2.19122 -2.53463
F 4.44715 2.60956 -1.40537
F 3.56375 0.87300 -2.43222
H 1.95634 5.95806 -5.72774
H 0.99385 4.77572 -3.31881
H 1.75375 5.65926 -1.86128
H 4.57388 2.25272 -3.34894
F -4.49232 1.27756 7.95399
C -3.19600 0.89629 7.87131
F -2.74346 0.38578 9.03873
C -2.93937 0.03652 6.63971
F -2.96674 0.82063 5.52023
F -3.96413 -0.85837 6.55076
C -1.60854 -0.65916 6.71920
O -1.32088 -1.37274 5.51561
C 0.01842 -1.52247 5.15715
F 0.00572 -1.54977 3.82745
F 0.80565 -0.50510 5.53325
C 0.52224 -2.84091 5.73583
F 1.80943 -3.01276 5.33422
F 0.40803 -2.85552 7.08199
H -2.61727 1.81774 7.69980
H -1.66680 -1.37984 7.53994
H -0.79682 0.00045 7.02799
H -0.07821 -3.64403 5.29215
F 3.15170 0.16954 0.84906
C 1.92088 0.01260 1.46652
F 1.43148 1.28551 1.38378
C 1.14382 -1.02684 0.66013
F -0.08528 -1.12762 1.25274
F 1.74634 -2.21557 0.91484
C 1.01832 -0.75751 -0.81397
O 0.29025 -1.85271 -1.35962
C 0.15904 -1.78645 -2.71613
F -0.46937 -0.63538 -3.07899
F 1.39663 -1.71250 -3.28758
C -0.58338 -3.00572 -3.29467
F -0.32364 -3.11699 -4.60617
F -0.27677 -4.16701 -2.66786
H 2.03704 -0.20935 2.52671
H 2.03765 -0.63330 -1.18163
H 0.50501 0.19289 -0.96449
H -1.63475 -2.79503 -3.04914
C 6.34266 3.32122 3.61754
C 6.47597 1.86555 4.04857
O 5.96223 1.59287 5.33036
S 4.36292 1.54787 5.59443
C 4.37275 0.92243 7.31742
O 3.83470 2.88489 5.59797
O 3.76782 0.54551 4.71905
H 6.99579 3.86984 4.30636
H 5.38343 3.80528 3.76993
H 6.76049 3.43007 2.61826
H 6.09012 1.19807 3.26613
H 7.52398 1.56969 3.96178
H 3.48560 0.33042 7.50958
H 4.29722 1.83708 7.90936
H 5.37619 0.56027 7.52101
C -0.73479 1.84730 3.70562
C 0.34451 2.49375 4.58501
O 0.22908 2.00960 5.92347
S -0.23920 3.15978 7.02701
C 1.39319 3.98972 7.14023
O -1.20974 4.08187 6.51326
O -0.49139 2.47735 8.28253
H -0.48183 1.77443 2.64700
H -1.56810 2.55423 3.71277
H -1.08114 0.86447 4.01247
H 1.37578 2.26412 4.30244
H 0.21787 3.55648 4.37519
H 2.12430 3.24112 7.42296
H 1.28116 4.69409 7.96277
H 1.61436 4.44606 6.18121
C -1.62579 2.81624 -2.85878
C -2.47872 1.89143 -3.68006
O -3.76300 1.70629 -3.07513
S -5.07797 2.45194 -3.71294
C -5.34658 1.43319 -5.19437
O -6.12596 2.22571 -2.75411
O -4.67883 3.77614 -4.11876
H -1.42368 2.29530 -1.92190
H -2.09309 3.79297 -2.77315
H -0.63628 2.89906 -3.31598
H -2.67302 2.14107 -4.73199
H -2.07428 0.88946 -3.84183
H -5.50933 0.39967 -4.89997
H -4.41719 1.38815 -5.75687
H -6.17434 1.97469 -5.64336
C -4.20991 0.64172 -10.14179
C -2.95288 0.09559 -9.43615
O -3.40295 -0.51389 -8.21484
S -2.34125 -0.91398 -7.05826
C -2.13155 -2.68397 -7.51403
O -1.07569 -0.29782 -7.30736
O -2.97699 -0.84705 -5.76621
H -3.87637 0.72622 -11.17512
H -4.50531 1.58965 -9.69608
H -5.08048 0.00498 -9.99103
H -2.33898 -0.52859 -10.08247
H -2.43740 0.98263 -9.06050
H -1.69555 -2.69630 -8.50810
H -3.08911 -3.19843 -7.46855
H -1.50302 -3.15225 -6.75993
C -2.45012 -8.17266 -2.74395
C -0.92671 -8.06712 -2.76187
O -0.59748 -8.42486 -4.14413
S 0.44283 -9.60183 -4.45789
C -0.47962 -11.09528 -3.96867
O 0.61633 -9.58368 -5.86805
O 1.55490 -9.48436 -3.54143
H -2.90429 -7.78850 -3.65330
H -2.90145 -7.69411 -1.87302
H -2.73838 -9.22688 -2.70189
H -0.67768 -7.00680 -2.73511
H -0.40139 -8.62302 -1.99138
H -1.34919 -11.26057 -4.60490
H -0.88738 -10.97559 -2.96763
H 0.21681 -11.91599 -4.11672
C 2.74947 4.96599 3.02274
C 3.10892 4.28169 1.88654
C 2.16252 4.06028 0.87380
N 0.91628 4.56339 0.89219
C 0.57216 5.23914 2.01494
C 1.45790 5.48440 3.05332
H 3.54279 5.17641 3.72723
H 4.07654 3.83218 1.70713
H 2.47756 3.59514 -0.04741
H -0.34952 5.79996 1.93424
H 1.20283 6.09060 3.91391
C -2.15018 -4.66533 0.79186
C -2.63113 -5.90526 1.17947
C -3.55937 -5.95073 2.21647
N -3.98591 -4.89506 2.92985
C -3.44633 -3.71437 2.56682
C -2.70083 -3.54653 1.40450
H -1.31914 -4.48933 0.12015
H -2.25774 -6.82623 0.75364
H -4.05462 -6.85403 2.55356
H -3.87116 -2.85061 3.06464
H -2.39432 -2.53439 1.17511
```

Properties
HOMO (eV): -9.640
Electronic energy (Eh): -7412.7865
LUMO level (eV): 0.184

Atom charges from the Löwdin analysis, given in e for atoms 1 to 6: 0.0841 -0.2943 0.0898 -0.4322 0.1299 0.1108

---

[7]
A molecular structure, C2HBrF2O in a non-equilibrium geometry, computed with ωB97M-V/def2-TZVPD.

XYZ file:
```
7
Properties=species:S:1:pos:R:3
C -1.21720 1.21696 0.58766
C 1.70321 -1.20801 -0.47065
O -1.62387 1.24113 -0.48782
F 1.01802 -2.36574 -0.73295
F 1.42056 -0.54366 -1.59533
Br 0.08818 -0.09670 1.20248
H -1.38891 1.75602 1.49661
```

Properties
HOMO (eV): -10.194
Electronic energy (Eh): -2925.6837
LUMO level (eV): 0.049

Atom charges from the natural (NBO) analysis, given in e for atoms 1 to 6: 0.3910 0.6351 -0.4339 -0.3718 -0.3535 -0.0294

---

Question: Among the records above, which one has the highest LUMO level?
Answer: C5H8Cl16GaN2O3P2S